# 1
Entry from the Open Molecules 2025 dataset: a cluster of 18 separate species, C2H40N2O17 in total at a distorted geometry (ωB97M-V with the def2-TZVPD basis set).

```
61
Properties=species:S:1:pos:R:3:forces:R:3:nbo_charge:R:1
C -0.82328 0.46283 -1.93359 -0.123 -0.187 0.119 -0.471
N -0.20181 -0.05522 0.97201 -1.904 0.720 -0.183 -0.893
C 0.36685 -0.60172 -0.17263 1.623 -1.230 1.404 0.278
N 0.17213 -0.48419 -1.42000 -0.530 1.112 -0.604 -0.548
H -1.14326 0.27541 -2.95996 0.127 -0.556 0.064 0.197
H -0.51386 1.49860 -1.96744 0.754 0.113 0.110 0.213
H -1.70934 0.54607 -1.33393 -0.704 -0.351 0.361 0.184
H -1.14590 0.30160 0.89408 -0.215 0.809 -0.929 0.394
H -0.39349 -0.54236 1.85004 1.736 -0.666 -0.313 0.415
H 1.26359 -1.22783 0.07474 -2.010 0.451 0.119 0.181
H 2.64440 -1.74591 -3.81769 -0.208 -0.219 0.573 0.483
H 3.37625 -1.64625 -2.37285 -0.765 -0.206 0.354 0.511
O 3.42503 -1.48910 -3.32400 1.076 -0.064 -0.865 -0.980
H -3.42300 1.43107 2.02597 0.565 -0.827 -0.859 0.493
H -3.53470 1.15734 0.51525 -0.256 0.141 -0.462 0.486
O -3.09007 0.84215 1.30126 -0.402 0.887 0.921 -0.966
H -0.72811 -2.05612 -2.94388 0.648 0.341 -0.061 0.468
H -1.88644 -2.85977 -2.59613 -0.817 -0.285 0.060 0.482
O -1.09003 -2.92536 -3.11878 0.392 -0.049 0.021 -0.955
H -2.29969 -2.83898 2.62627 0.123 -0.173 -0.322 0.485
H -1.80907 -1.95973 1.44605 -0.060 -0.332 0.068 0.492
O -2.39720 -1.98281 2.20803 -0.616 0.535 0.184 -0.960
H 0.78804 0.38334 3.54655 0.340 0.105 0.165 0.497
H 1.05482 -0.64494 4.71266 0.292 0.382 0.443 0.477
O 0.83376 -0.54644 3.79224 -0.503 -0.554 -0.495 -0.963
H -3.74434 -1.23657 -3.15342 0.206 0.231 -0.379 0.479
H -4.37735 -1.79704 -1.90570 0.689 -0.410 -0.590 0.476
O -3.72375 -2.02146 -2.60647 -0.990 0.217 1.109 -0.949
H 4.02579 0.24106 2.19083 0.164 -0.181 0.075 0.464
H 3.26252 1.30294 1.32217 -0.041 -1.565 0.503 0.493
O 3.36642 0.30180 1.50027 -0.110 1.221 -0.128 -1.013
H 0.65429 -2.90543 -0.88459 0.529 -0.211 -0.333 0.488
H 0.58337 -3.54824 0.45286 1.040 0.323 -0.376 0.481
O 1.24398 -3.35272 -0.25068 -1.363 -0.514 0.157 -0.974
H 2.60453 -0.84772 -0.04543 0.773 -0.048 0.363 0.499
H 2.97346 -2.32905 -0.53064 -0.509 0.383 0.639 0.498
O 3.16131 -1.38397 -0.61019 1.457 -0.656 -1.265 -0.979
H 1.71749 2.41581 -1.90928 0.343 -0.942 0.010 0.511
H 1.93510 3.84196 -2.14433 0.243 0.498 0.083 0.489
O 1.63108 3.25499 -1.44817 -0.102 0.323 -0.425 -0.973
H 1.57689 2.39407 1.33375 0.395 0.247 0.368 0.501
H 2.48469 2.74314 0.20089 0.203 0.453 0.049 0.502
O 2.50546 2.66701 1.17106 -0.902 0.183 -0.511 -0.957
H -0.10652 3.46839 -0.92803 0.713 -1.062 0.579 0.519
H -0.90336 2.43896 0.16274 1.296 -0.093 0.089 0.501
O -0.87199 3.20186 -0.40790 -2.276 1.400 -0.378 -1.018
H -2.49492 2.86050 -1.27139 0.466 0.526 -0.326 0.506
H -3.28057 3.05354 -2.64380 0.191 0.145 0.423 0.475
O -3.02840 2.42962 -1.95505 -0.778 -0.556 -0.239 -1.000
H -0.21602 -3.47966 2.92172 0.277 0.276 0.042 0.493
H -0.07216 -4.61241 1.88849 -0.576 1.497 0.221 0.492
O -0.36443 -3.65783 1.98745 0.459 -2.305 0.054 -0.967
H 3.38685 0.14263 -2.83658 -0.827 1.483 -0.496 0.516
H 2.11113 0.80214 -3.38918 0.651 0.002 0.224 0.458
O 2.95739 1.05308 -2.97151 -0.317 -0.603 0.144 -1.004
H -1.26117 -0.09263 4.19666 -0.794 0.394 -0.683 0.481
H -2.41977 -0.38483 3.18988 0.587 0.541 0.361 0.513
O -1.97099 0.35243 3.67627 0.313 -0.705 0.395 -1.014
H -0.89695 2.49508 2.74929 -0.120 0.527 0.896 0.507
H 0.07064 3.85685 2.64912 -0.494 0.250 0.919 0.499
O -0.25532 3.04005 2.29466 0.637 -1.168 -1.447 -0.999
```
Positions in Å, forces in eV/Å.

The HOMO-LUMO gap comes out at 8.908 eV. For the energy above the lowest of the compared OMol25 structures with the same formula, charge and spin, the calculation gives 106.4 kcal per mole. As for the charge: 0. The value obtained for the electronic energy is -40510.370 eV. The HOMO energy comes out at -9.154 eV. The value obtained for the largest force on an atom is 2.70 eV/Å.

---

# 2
Entry from the Open Molecules 2025 dataset: a cluster of 20 separate species, C2H42O21 in total at a distorted geometry (ωB97M-V with the def2-TZVPD basis set).

```
65
Properties=species:S:1:pos:R:3:forces:R:3:nbo_charge:R:1
O 0.95525 -0.53245 -1.36858 -0.324 -1.475 -0.580 -1.030
C 0.54425 0.15555 -0.22658 -0.203 -0.224 -1.553 -0.135
C -0.95275 -0.04745 -0.00458 -0.047 1.427 0.555 -0.040
O -1.47475 0.80555 0.94642 -0.203 -0.125 0.661 -1.012
H 0.87325 1.16955 -0.41858 -0.796 0.789 0.968 0.169
H 1.18625 -0.18545 0.54542 0.102 -0.233 1.806 0.151
H -1.12675 -1.02045 0.36042 0.610 -1.541 0.338 0.119
H -1.60375 0.07255 -0.88258 0.829 -0.162 -0.595 0.134
O -3.02375 2.09255 2.64442 -0.623 0.555 0.557 -0.998
H -2.49975 2.86655 2.89942 0.076 -0.658 -0.345 0.463
H -2.47275 1.51055 2.08942 0.261 0.399 0.088 0.509
O 0.17825 2.85155 1.69242 0.447 0.024 0.715 -1.002
H -0.36375 3.58555 1.38642 0.053 -0.381 -0.445 0.474
H -0.24475 2.02655 1.37442 -0.396 0.572 -0.007 0.496
O 3.11225 0.90555 -1.52858 0.596 0.362 0.127 -1.040
H 2.27725 0.38155 -1.53458 0.446 -0.275 0.042 0.487
H 3.52925 0.84255 -0.64058 -0.509 0.106 -0.909 0.481
O -1.56675 2.67055 -0.75658 -0.397 3.307 -3.438 -1.006
H -1.57775 1.94655 -0.19158 -0.081 -2.302 2.059 0.476
H -1.22275 2.41555 -1.64158 0.088 0.217 1.172 0.474
O 0.24225 -3.19045 -1.42758 0.329 -2.272 1.336 -0.994
H -0.27475 -3.34545 -2.19658 -0.635 0.201 -0.948 0.475
H 0.38125 -2.26445 -1.34658 0.372 2.126 -0.446 0.490
O -1.26175 -0.96745 -3.10258 -0.175 -0.446 -1.056 -1.006
H -0.54375 -0.69445 -2.53058 0.711 -0.203 0.544 0.486
H -2.07475 -0.68145 -2.69058 -0.663 0.084 0.174 0.481
O -3.90375 -0.12045 -2.50558 0.053 -1.017 -0.679 -0.963
H -3.79175 0.48255 -1.77958 -0.348 0.650 0.982 0.511
H -4.08675 0.39555 -3.28458 0.036 0.375 -0.281 0.463
O -0.33075 -0.09845 3.12142 -0.861 2.469 1.093 -0.978
H -0.61875 0.25455 2.26042 -0.721 0.900 0.114 0.473
H 0.03125 -0.86445 2.79842 1.612 -3.329 -0.570 0.455
O 4.32025 0.55255 0.81442 0.367 -0.232 0.037 -0.968
H 3.99925 -0.32345 1.07342 -0.028 -0.101 0.319 0.506
H 5.07325 0.74655 1.37442 -0.057 0.049 0.150 0.478
O 3.14825 -2.13345 -0.52558 -0.180 -1.462 0.723 -0.980
H 2.34725 -1.61845 -0.67358 -0.159 0.631 -0.781 0.496
H 3.90425 -1.57545 -0.61658 0.371 0.835 -0.397 0.466
O 1.86925 -1.08945 -3.93758 0.620 -0.912 -2.305 -0.965
H 1.56925 -0.92045 -3.07158 -0.528 0.493 1.924 0.494
H 2.32125 -0.30045 -4.22858 0.060 0.338 0.212 0.463
O -2.82875 -2.47245 -0.11858 -0.915 -0.604 0.857 -0.953
H -3.03175 -2.77745 -0.99258 0.101 0.028 -0.757 0.465
H -2.04275 -1.93545 -0.16458 0.209 -0.099 -0.448 0.470
O -3.00875 -1.29645 2.60842 -0.277 -0.268 0.330 -0.951
H -3.82875 -1.28345 2.11342 -0.098 -0.173 -0.261 0.457
H -2.43175 -0.71945 2.09742 0.316 0.336 0.164 0.484
O 0.53725 -2.45245 1.71742 0.396 0.749 1.442 -0.970
H 0.69525 -2.47745 0.79242 -0.045 -0.539 -1.586 0.504
H 0.12725 -3.26245 1.99542 -0.353 -0.514 -0.172 0.494
O 2.50325 0.97955 3.25842 2.200 0.337 1.822 -0.987
H 1.73325 1.27555 2.83942 -1.911 0.507 -1.060 0.491
H 2.88725 0.24055 2.79342 -0.377 -0.252 -0.214 0.476
O 3.08325 -1.52945 2.43342 0.952 -0.105 0.160 -0.991
H 3.36725 -2.15145 3.11742 -0.443 0.209 -0.360 0.477
H 2.20325 -1.77845 2.11542 -0.174 -0.488 0.234 0.518
O -4.22275 0.61055 0.12642 0.235 -0.382 -1.858 -0.995
H -3.31275 0.48755 0.42842 0.269 0.403 0.716 0.502
H -4.80975 0.71555 0.84642 -0.360 0.326 1.287 0.478
O 0.15825 1.57455 -2.70158 1.586 2.527 0.253 -0.973
H -0.55775 1.16955 -3.09458 -2.456 -1.297 -2.007 0.465
H 0.38225 0.90155 -2.06558 0.859 -0.896 0.337 0.488
O 1.72525 3.53455 -0.92358 0.435 -0.615 0.228 -0.945
H 1.46125 2.64955 -1.23558 -0.070 0.814 -0.422 0.481
H 2.36525 3.24055 -0.25558 -0.181 0.438 -0.044 0.462
```
Positions in Å, forces in eV/Å.

The HOMO-LUMO gap comes out at 7.955 eV. For the energy above the lowest of the compared OMol25 structures with the same formula, charge and spin, the calculation gives 25.2 kcal per mole. As for the charge: -2. The value obtained for the electronic energy is -45754.822 eV. The HOMO energy comes out at -3.433 eV. The value obtained for the largest force on an atom is 4.79 eV/Å.

---

# 3
Entry from the Open Molecules 2025 dataset: a structure of composition C2H4AgF3NO4S at a distorted geometry (ωB97M-V with the def2-TZVPD basis set).

```
16
Properties=species:S:1:pos:R:3:forces:R:3:nbo_charge:R:1
O -4.97728 -2.95957 -0.97879 -1.441 1.405 2.658 -0.920
C -5.73298 -3.76319 -0.12226 -0.164 -0.479 0.476 -0.239
Ag -3.75586 -3.27293 -2.41011 1.312 -1.852 -3.100 1.019
H -5.14008 -4.12092 0.73834 -0.088 0.091 -0.243 0.161
H -6.59282 -3.20553 0.28620 0.199 -0.094 -0.237 0.175
H -6.12188 -4.65479 -0.64329 0.033 0.285 0.082 0.165
O -3.25986 -1.07108 -1.04448 0.275 -0.734 0.441 -0.561
H -4.13121 -1.67924 -0.59708 1.468 -0.059 -1.860 0.536
N -2.41088 -1.79962 -1.91953 -3.212 1.547 0.950 -0.530
S -0.95442 -2.02328 -1.29116 5.072 0.321 1.124 2.131
O -0.21547 -2.87216 -2.22940 -1.601 1.157 1.144 -0.892
O -0.34070 -0.80254 -0.76993 -1.363 -1.718 -1.064 -0.869
C -1.13859 -3.08640 0.24807 -0.267 0.149 -0.135 0.741
F 0.03916 -3.57456 0.60662 -0.030 0.150 -0.227 -0.292
F -1.96292 -4.10202 -0.02061 -0.148 -0.297 -0.059 -0.327
F -1.64333 -2.39301 1.25470 -0.045 0.127 0.052 -0.298
```
Positions in Å, forces in eV/Å.

Its spin multiplicity is 2. The HOMO-LUMO gap (spin up / spin down) comes out at 9.081 / 6.432 eV. For the energy above the lowest of the compared OMol25 structures with the same formula, charge and spin, the calculation gives 0.0 kcal per mole. As for the charge: 0. As for the expectation value of S²: 0.76. The value obtained for the electronic energy is -34799.199 eV. The HOMO energy (spin up / spin down) comes out at -10.174 / -9.912 eV. The value obtained for the largest force on an atom is 5.20 eV/Å.

---

# 4
Entry from the Open Molecules 2025 dataset: the ion C2H4BBrIO2 with charge -1 (ωB97M-V with the def2-TZVPD basis set).

```
11
Properties=species:S:1:pos:R:3:forces:R:3:nbo_charge:R:1
Br -0.68864 1.56688 2.11579 0.056 0.049 0.157 -0.170
C -0.71652 0.77113 0.26379 0.035 -0.005 -0.057 0.133
C -0.71712 -0.75886 0.35559 -0.048 -0.123 -0.015 -0.119
O 0.09894 -1.16944 -0.71202 -0.090 0.055 0.015 -0.721
B 0.98529 -0.08713 -1.01333 -0.409 0.081 -0.305 0.646
I 3.03692 -0.39179 0.18533 0.295 -0.068 0.212 -0.481
O 0.35346 1.12960 -0.48184 -0.026 -0.053 -0.077 -0.700
H -1.64346 1.20834 -0.10328 -0.013 0.006 -0.045 0.166
H -1.73329 -1.14705 0.23395 0.050 -0.065 0.005 0.168
H -0.31710 -1.10610 1.31303 0.032 0.089 0.011 0.183
H 1.34150 -0.01555 -2.15700 0.119 0.033 0.099 -0.107
```
Positions in Å, forces in eV/Å.

The HOMO-LUMO gap comes out at 7.728 eV. As for the charge: -1. The value obtained for the electronic energy is -85057.971 eV. The HOMO energy comes out at -4.509 eV. The value obtained for the largest force on an atom is 0.52 eV/Å.

---

# 5
Entry from the Open Molecules 2025 dataset: a cluster of 2 separate species, C2H4BFO in total at a distorted geometry (ωB97M-V with the def2-TZVPD basis set).

```
9
Properties=species:S:1:pos:R:3:forces:R:3:nbo_charge:R:1
O -2.04857 1.73684 -0.91268 -0.021 1.361 -0.857 -0.398
C -1.50343 0.95179 -0.28257 -0.923 -0.521 -0.362 0.651
C -1.09384 -0.02534 0.46267 0.532 -0.887 1.581 -0.130
F -1.04774 -1.30050 -0.02260 -0.280 0.430 0.251 -0.312
H -0.96823 0.18054 1.52837 0.212 -0.503 -0.424 0.223
B 1.64828 -0.45847 -0.19696 1.938 4.965 0.487 0.287
H 1.36565 0.60032 -0.79896 0.381 -1.166 0.323 -0.105
H 2.50685 -0.31514 0.63871 -0.326 -0.295 -0.167 -0.100
H 1.14102 -1.37004 -0.41598 -1.514 -3.385 -0.833 -0.115
```
Positions in Å, forces in eV/Å.

The HOMO-LUMO gap comes out at 9.345 eV. For the energy above the lowest of the compared OMol25 structures with the same formula, charge and spin, the calculation gives 85.5 kcal per mole. As for the charge: 0. As for the SMILES: O=C=CF.B. The value obtained for the electronic energy is -7576.026 eV. The HOMO energy comes out at -9.473 eV. The value obtained for the largest force on an atom is 5.35 eV/Å.

---

# 6
Entry from the Open Molecules 2025 dataset: a structure of composition C2H4Br2CrN5O15 at a distorted geometry (ωB97M-V with the def2-TZVPD basis set).

```
29
Properties=species:S:1:pos:R:3:forces:R:3:nbo_charge:R:1
Cr 0.08589 -0.76392 -2.05452 0.620 1.003 1.428 1.622
N -0.22040 2.24882 -2.95349 -2.779 -0.718 -2.615 0.762
O 0.31154 1.26887 -2.40898 3.016 -2.655 3.849 -0.568
O -0.68141 1.98022 -4.03707 -0.901 0.090 -2.733 -0.489
O -0.36330 3.33207 -2.47504 1.090 1.486 1.980 -0.435
N 1.74759 -2.19195 -3.69265 0.225 -2.247 -0.336 0.752
O 1.54180 -1.00143 -3.65011 0.278 6.204 -1.275 -0.487
O 2.53017 -2.79014 -4.38769 1.038 0.523 -0.882 -0.449
O 1.00905 -2.74628 -2.93165 -2.752 -4.004 3.248 -0.486
N -1.93642 -3.13519 -0.75854 -1.705 -2.550 -0.384 0.753
O -3.06743 -2.92375 -0.99343 -4.686 0.981 -0.521 -0.426
O -1.15287 -2.32765 -1.24046 4.883 2.307 -1.032 -0.576
O -1.65778 -4.19943 -0.21363 2.520 -0.522 1.172 -0.537
N 1.48046 -0.38758 0.22964 0.259 1.964 -1.532 0.758
O 2.18676 -0.00114 1.12272 -0.054 -0.736 0.847 -0.426
O 1.85036 -0.71302 -0.88889 5.950 -2.614 -5.176 -0.466
O 0.30460 -0.29158 0.05647 -7.533 1.382 4.499 -0.410
N -3.18450 0.59745 -1.27473 -3.114 -1.993 -2.717 0.739
O -3.98528 -0.28349 -0.97991 -0.930 -0.536 1.879 -0.514
O -3.57832 1.63565 -1.74174 -0.916 3.471 0.081 -0.519
O -2.02514 0.30293 -1.43496 5.506 -0.801 0.334 -0.593
Br 1.53530 3.40316 5.85012 0.266 -0.453 -0.918 -0.065
C 1.86071 1.78299 4.71296 -1.693 -0.828 0.451 -0.417
C 0.54207 1.21617 4.09953 0.493 0.853 1.309 -0.401
Br -0.63031 0.58980 5.62305 0.524 0.287 -1.038 -0.072
H 2.15843 1.08569 5.49606 0.583 0.019 -0.501 0.221
H 2.56691 1.93879 3.89741 0.149 0.356 0.437 0.240
H 0.74232 0.35582 3.46094 -0.063 0.124 0.111 0.257
H 0.02914 2.01819 3.56872 -0.275 -0.395 0.034 0.234
```
Positions in Å, forces in eV/Å.

Its spin multiplicity is 4. The HOMO-LUMO gap (spin up / spin down) comes out at 5.165 / 6.043 eV. As for the charge: -2. As for the expectation value of S²: 3.83. The value obtained for the electronic energy is -208790.571 eV. The HOMO energy (spin up / spin down) comes out at -2.471 / -2.468 eV. The value obtained for the largest force on an atom is 8.88 eV/Å.